A structure of composition C20H32CeCl2N3OP2S in a non-equilibrium geometry, computed with ωB97M-V/def2-TZVPD.

XYZ file:
```
62
Properties=species:S:1:pos:R:3:forces:R:3:lowdin_spin:R:1
Ce -0.300290 1.090719 0.922426 2.703 0.359 -0.410 1.022
Cl 0.339938 2.648267 3.245346 0.469 -0.265 -0.568 -0.002
C 2.014044 2.054137 2.934503 1.274 -0.241 1.555 -0.002
C 2.648957 1.641215 4.150948 -2.580 -0.134 -0.043 0.000
C 3.959379 1.329583 4.130676 2.333 0.078 0.652 -0.001
C 4.656992 1.327263 2.905163 -0.354 0.019 -0.485 0.000
C 4.092403 1.719814 1.720286 -1.753 -0.130 0.277 -0.001
Cl 4.894673 1.449667 0.206663 -0.163 0.315 0.450 0.000
C 2.717669 2.183287 1.731813 -0.262 -0.596 0.195 -0.001
S 1.891462 2.734009 0.325505 -0.997 -0.026 -1.060 -0.009
H 1.957956 1.473068 5.015271 1.138 0.526 -0.538 0.000
H 4.598943 1.180499 5.045680 -1.214 -0.287 -0.921 0.000
H 5.624700 0.899453 2.807784 0.871 -0.049 0.413 0.000
C 2.296848 -4.012311 -0.285610 -1.731 -0.076 -0.938 0.000
N 1.695326 -2.655374 -0.223925 0.584 0.490 0.493 0.000
C 2.636949 -1.553189 0.064944 -0.525 -0.403 0.425 0.000
P 0.091550 -2.395894 -0.582345 1.445 -1.737 -0.907 0.000
O -0.266664 -1.007554 -0.089368 -0.341 1.112 0.861 -0.004
N -0.083095 -2.669025 -2.183298 -0.098 0.975 -0.344 0.000
C 1.051907 -2.527627 -3.048470 1.702 0.323 -1.459 0.000
C -1.340279 -2.508815 -2.930875 0.278 0.448 0.835 0.000
N -0.864628 -3.573144 -0.011403 -0.702 0.681 0.093 0.000
C -1.125779 -4.784213 -0.758412 0.286 -1.004 -0.585 0.000
C -1.436966 -3.559051 1.306010 1.043 0.223 1.871 0.000
H 3.353764 -4.085439 -0.081231 0.174 0.577 0.269 0.000
H 2.129872 -4.450648 -1.287583 0.177 0.152 0.345 0.000
H 1.725987 -4.594205 0.415592 0.158 -0.719 0.371 0.000
H 3.517170 -1.599723 -0.562636 0.153 -0.110 -0.293 0.000
H 2.997790 -1.532591 1.121815 -0.481 -0.053 -0.628 0.000
H 2.096087 -0.658737 -0.199717 0.290 0.716 0.172 0.000
H 1.938662 -2.151498 -2.472274 -0.714 -0.598 -0.837 0.000
H 0.865815 -1.802541 -3.889283 0.075 -0.452 0.922 0.000
H 1.274103 -3.502824 -3.565088 0.037 0.803 0.586 0.000
H -1.184419 -2.946218 -3.914619 -0.379 0.067 0.049 0.000
H -1.638699 -1.455093 -2.978495 0.347 0.069 -0.521 0.000
H -2.147052 -2.957729 -2.393663 -0.538 -0.747 0.112 0.000
H -0.400153 -4.878227 -1.569187 -0.049 -0.220 0.303 0.000
H -2.106095 -4.808773 -1.261192 0.078 0.061 0.571 0.000
H -1.012462 -5.638163 -0.073276 -0.169 0.161 -0.364 0.000
H -1.602528 -2.544857 1.687818 -0.256 0.027 -0.405 0.000
H -0.698946 -3.955953 2.056927 -0.802 -0.190 -0.561 0.000
H -2.372783 -4.114312 1.351053 0.114 0.022 -0.046 0.000
C -2.508807 6.213306 -0.594979 -0.261 0.316 2.450 0.000
P -1.532102 4.661784 -0.815840 0.181 1.078 -2.226 0.000
C -1.798756 4.418661 -2.693565 -0.370 1.991 -0.104 0.000
C -2.366143 3.232685 -0.146050 -0.120 -1.867 0.915 0.000
C -2.576047 2.040527 -0.943061 1.656 -0.239 1.776 -0.003
C -2.717800 0.779569 -0.323843 -0.671 0.697 0.138 0.000
C -2.901958 0.636467 1.100837 0.058 1.205 -2.030 0.000
C -2.779405 1.784167 1.874872 -0.971 1.377 -0.074 0.001
C -2.405178 3.055209 1.273628 -1.726 -1.521 -0.303 -0.001
H -2.164268 6.845467 0.272219 0.102 -0.800 -0.853 0.000
H -3.580857 6.134134 -0.403041 -0.002 -0.476 -0.373 0.000
H -2.363907 6.796399 -1.469627 0.215 0.448 -0.904 0.000
H -2.794118 4.823210 -3.098179 1.151 -0.933 0.895 0.000
H -1.629867 3.392209 -2.973027 0.071 -0.063 -0.380 0.000
H -1.045939 5.059879 -3.235174 -0.478 -0.758 0.734 0.000
H -2.237105 2.059522 -1.974542 -0.838 -0.076 0.050 0.000
H -2.644962 -0.047325 -1.019928 -0.299 -0.362 0.438 0.000
H -3.006513 -0.311804 1.568131 -0.429 -0.752 0.149 0.000
H -3.095213 1.680635 2.934364 0.792 0.465 -0.611 0.000
H -2.339160 3.938047 1.882523 0.316 0.104 0.406 0.000
```
Positions in Å, forces in eV/Å.

Calculated values
* spin multiplicity: 2
* HOMO level (spin up / spin down): -13.51 / -13.51 eV
* net charge: +2

A structure of composition C20H32Cl2N3O3Y in a non-equilibrium geometry, computed with ωB97M-V/def2-TZVPD.

XYZ file:
```
61
Properties=species:S:1:pos:R:3:forces:R:3:mulliken_charge:R:1
O 0.545300 -0.169508 -2.856045 0.328 -0.786 1.165 -0.515
C -0.646532 0.301646 -3.167383 0.055 0.656 0.290 0.113
C -0.481482 1.699221 -3.805519 -0.482 -0.285 0.166 0.029
C 0.205657 2.720960 -3.153528 0.298 0.272 0.096 0.424
H 0.496992 2.571569 -2.105609 0.036 0.092 -0.672 0.143
C 0.508797 3.919214 -3.812350 -0.238 -0.447 0.141 -1.013
H 1.071915 4.688969 -3.275656 -0.225 -0.179 -0.267 0.415
C 0.069537 4.115331 -5.126730 -0.186 -0.189 0.082 -0.436
H 0.285846 5.055807 -5.638340 -0.102 -0.317 0.085 0.363
C -0.675797 3.109335 -5.754721 0.080 -0.047 0.033 -0.574
H -1.071780 3.254858 -6.757427 0.183 0.074 0.093 0.376
C -0.927152 1.893993 -5.106800 0.065 0.391 0.113 -0.581
H -1.476751 1.077015 -5.585295 0.155 0.389 -0.041 0.326
H -1.130889 -0.325348 -3.962516 -0.533 0.131 0.453 0.189
C -2.548436 -1.087008 -1.884578 -0.535 -0.043 0.099 -1.583
C -1.864753 0.265066 -1.973855 -0.163 1.118 -2.560 0.721
H -3.502655 -1.129411 -2.431918 0.255 0.146 0.003 0.492
H -2.824342 -1.315742 -0.835484 0.084 -0.162 -0.476 0.359
H -1.901375 -1.880450 -2.280079 -0.160 0.280 0.115 0.367
C -2.483151 1.432834 -1.644495 -0.188 -0.765 -0.254 0.244
C -3.951780 1.560914 -1.383079 -0.190 -0.091 0.655 -1.650
H -1.909654 2.364938 -1.572440 -0.156 -0.323 -0.603 0.389
H -4.449182 2.064723 -2.224681 0.319 -0.029 0.025 0.361
H -4.116719 2.183915 -0.497315 -0.162 -0.157 -0.087 0.339
H -4.445147 0.588545 -1.241149 0.194 0.382 0.055 0.362
Y -0.754167 0.074009 0.203849 2.023 -0.105 -0.665 1.199
Cl 0.191239 2.474335 0.244022 -0.206 -0.152 0.425 -0.582
Cl -2.943902 0.007984 1.440243 -0.409 -0.007 0.169 -0.569
H 4.730903 1.455873 -2.683656 -0.219 -0.025 -0.056 0.376
H 4.942689 1.705629 -0.287223 -0.071 -0.059 0.010 0.350
C 3.636742 1.453989 -2.569500 0.283 -0.375 0.077 -0.974
C 3.875476 1.559884 -0.095070 -0.459 0.390 -0.045 -0.980
N 3.284089 0.916519 -1.258514 0.295 -0.128 0.289 0.281
H 3.172103 0.829894 -3.340197 0.026 0.247 0.126 0.317
C 2.449538 -0.120228 -1.130163 -1.018 -0.018 0.167 -0.210
O 1.750223 -0.354907 -0.109550 0.812 -0.106 -0.592 -0.692
H 3.739914 0.926170 0.783490 -0.069 0.140 -0.150 0.269
H 2.417450 -0.777941 -2.014877 -0.255 0.365 0.262 0.647
H 3.281951 2.491690 -2.673793 -0.068 -0.404 0.089 0.283
H 3.415152 2.538197 0.081287 0.043 -0.129 0.120 0.302
H -0.508076 -5.611104 0.601903 -0.102 0.177 -0.152 0.314
H 1.387865 -5.831240 -1.394302 -0.201 0.292 -0.051 0.327
C -1.022852 -5.009573 -0.160653 0.076 -0.124 -0.146 -0.986
C 0.743859 -5.112130 -1.924823 0.076 0.077 0.066 -0.880
N -0.047041 -4.308949 -0.991789 -0.026 0.042 0.125 0.246
H -1.664138 -4.270185 0.317579 0.031 -0.160 -0.050 0.280
C 0.126329 -2.992048 -0.872991 -0.548 0.781 0.533 0.783
O -0.586990 -2.258080 -0.130667 1.071 -1.002 -0.598 -0.724
H 1.367960 -4.440370 -2.522944 -0.121 -0.205 0.085 0.279
H 0.932995 -2.559525 -1.486874 -0.347 0.002 0.093 -0.135
H -1.610288 -5.688726 -0.792041 0.055 0.228 0.163 0.329
H 0.083073 -5.687324 -2.591963 0.139 0.307 0.204 0.307
C 0.630383 0.356959 5.906659 0.199 0.055 -0.254 -1.085
C -0.388590 -0.411806 5.047285 -0.291 -0.108 0.812 -0.273
C -0.229677 -0.214811 3.618580 0.284 -0.019 -2.238 0.365
N -0.128264 -0.126134 2.465304 0.197 -0.238 3.000 -0.316
H 1.629231 -0.071605 5.780279 -0.139 0.133 0.029 0.311
H 0.355154 0.288036 6.959471 -0.014 -0.051 -0.105 0.327
H 0.670366 1.414110 5.629086 -0.040 -0.175 0.039 0.343
H -0.289958 -1.494905 5.244651 -0.159 0.420 -0.164 0.249
H -1.416906 -0.112869 5.329291 0.420 -0.180 -0.322 0.264
```
Positions in Å, forces in eV/Å.

Calculated values
* energy above the lowest of the compared OMol25 structures with the same formula, charge and spin: 66.23 kcal/mol
* HOMO level: -7.01 eV

An isolated molecule of C20H32ClN3O2S, computed with ωB97M-V/def2-TZVPD.

XYZ file:
```
59
Properties=species:S:1:pos:R:3:forces:R:3:mulliken_charge:R:1
C -4.200343 3.193459 0.061941 0.000 0.000 0.000 -1.291
C -2.702712 2.992534 -0.129023 0.000 0.002 0.000 -0.416
C -2.270828 1.548475 0.094411 -0.021 -0.020 -0.159 -0.456
C -0.766665 1.359803 -0.073088 0.076 0.044 0.270 -0.831
C -0.275809 -0.087187 0.026975 -0.168 -0.072 -0.220 -0.576
C -0.966214 -0.900667 1.109439 0.110 0.047 0.107 -0.714
N -0.367668 -2.222723 1.196883 -0.003 -0.002 -0.004 -0.033
C -0.679792 -3.072102 2.203173 -0.008 -0.005 -0.007 -0.736
O -1.364726 -2.746073 3.152922 0.000 0.003 0.002 -0.669
C -0.132097 -4.495835 2.016658 0.003 0.004 -0.001 0.519
C -1.252469 -5.308017 1.389850 0.000 -0.002 0.004 0.060
C -2.408319 -5.554625 2.119015 -0.001 0.002 0.000 0.147
C -3.460365 -6.274666 1.565055 0.001 0.000 0.000 0.700
C -4.704188 -6.541245 2.368410 -0.001 0.002 0.000 -1.448
C -3.342490 -6.744873 0.260034 0.000 -0.002 -0.001 -0.686
C -2.188261 -6.492375 -0.459413 -0.001 0.001 0.001 -0.155
Cl -2.050528 -7.087485 -2.088438 0.000 -0.001 -0.001 -0.231
C -1.136665 -5.778820 0.089620 0.002 0.000 -0.002 -0.916
N 0.305460 -5.074631 3.274033 -0.007 -0.006 0.000 0.117
C 0.744690 -6.453921 3.060254 0.003 0.001 -0.006 -0.400
C 1.483079 -7.095022 4.235523 0.005 -0.004 0.006 -1.191
C 3.003943 -6.991986 4.149876 0.012 0.000 -0.032 -0.786
S 3.706285 -5.400940 4.505077 -0.025 0.005 -0.002 1.042
N 3.457948 -5.259248 5.999066 0.026 0.030 -0.012 -0.731
O 5.032162 -5.313119 3.922637 0.004 -0.027 -0.004 -0.736
C 2.694406 -4.263868 3.548311 0.004 0.000 0.027 -0.762
C 1.234757 -4.231826 4.016198 -0.006 -0.001 0.003 -1.234
H -4.490078 4.231654 -0.102488 0.000 0.000 0.000 0.390
H -4.769298 2.573942 -0.634307 0.000 0.000 0.000 0.312
H -4.505302 2.918047 1.073493 0.000 0.000 0.000 0.318
H -2.413338 3.302511 -1.137790 0.000 0.000 0.000 0.323
H -2.152327 3.641327 0.559443 0.000 0.000 0.000 0.328
H -2.577759 1.238378 1.097613 0.000 -0.001 0.000 0.306
H -2.809526 0.899608 -0.606703 0.000 0.000 0.000 0.312
H -0.451195 1.774989 -1.033664 0.000 0.000 0.000 0.336
H -0.263555 1.958039 0.694072 0.000 0.000 0.000 0.328
H -0.442466 -0.589387 -0.933601 -0.001 0.000 0.001 0.349
H 0.803101 -0.096921 0.201543 0.000 0.000 0.000 0.343
H -0.870335 -0.421643 2.085859 0.004 0.004 -0.001 0.315
H -2.035759 -0.993054 0.907061 0.000 -0.003 0.005 0.282
H 0.113115 -2.583824 0.389589 0.008 0.003 0.004 0.400
H 0.696679 -4.453752 1.284159 -0.001 -0.001 0.001 0.515
H -2.476370 -5.168137 3.129117 0.001 0.000 0.001 0.503
H -5.477964 -7.007147 1.760072 0.000 0.000 0.000 0.366
H -4.487406 -7.205013 3.207036 0.000 -0.001 0.000 0.316
H -5.103637 -5.614536 2.781449 0.000 0.000 0.001 0.353
H -4.146580 -7.306109 -0.197689 0.000 0.000 0.000 0.388
H -0.239095 -5.605128 -0.490658 0.000 0.000 0.000 0.468
H -0.142888 -7.043971 2.832206 0.001 0.000 -0.002 0.531
H 1.390598 -6.528380 2.164780 0.000 0.005 0.003 0.377
H 1.125770 -6.710971 5.191234 0.000 -0.002 0.002 0.432
H 1.250126 -8.161185 4.227476 -0.001 0.001 -0.001 0.350
H 3.497016 -7.643157 4.871752 -0.006 0.003 0.010 0.486
H 3.361569 -7.245920 3.150295 0.004 -0.010 0.006 0.374
H 3.825190 -4.382919 6.360506 -0.018 -0.005 0.003 0.261
H 3.193730 -3.305975 3.707774 -0.001 0.001 0.000 0.427
H 2.815335 -4.524159 2.495014 0.003 0.005 0.000 0.374
H 0.860170 -3.212035 3.978548 0.003 0.001 -0.001 0.546
H 1.210457 -4.510838 5.070327 -0.002 0.001 -0.001 0.705
```
Positions in Å, forces in eV/Å.

Calculated values
* energy above the lowest of the compared OMol25 structures with the same formula, charge and spin: 1.94 kcal/mol
* SMILES string: CCCCCCNC(=O)[C@H](c1cc(C)cc(Cl)c1)N1CCC[S@@](=N)(=O)CC1
* HOMO level: -8.99 eV

A structure of composition C20H32ClN4Pt, computed with ωB97M-V/def2-TZVPD.

XYZ file:
```
58
Properties=species:S:1:pos:R:3:forces:R:3:mulliken_charge:R:1
Pt -0.835880 -0.540389 -0.335608 -0.013 -0.047 -0.051 0.753
N -2.519527 -1.292408 0.837961 0.026 0.034 0.043 -0.825
C -2.495220 -1.309603 2.326501 -0.002 0.004 0.007 -0.513
C -1.771977 -0.113664 2.927371 0.002 -0.026 -0.024 -0.754
N -0.366969 -0.082481 2.554206 0.007 0.011 0.020 0.062
C 0.550870 -0.851218 3.393688 -0.015 0.006 -0.035 -0.983
C 1.819845 -1.214845 2.613308 -0.003 -0.015 0.029 -0.184
N 2.405160 -0.145143 1.814548 0.004 -0.034 -0.066 -0.539
H -3.295256 -0.709421 0.532463 -0.005 -0.004 -0.001 0.318
H -2.722818 -2.229547 0.502009 0.001 -0.001 -0.003 0.293
H -2.011043 -2.230619 2.645914 -0.001 -0.002 -0.004 0.404
H -3.517139 -1.342953 2.710371 -0.001 -0.002 -0.002 0.483
H -1.924355 -0.142121 4.014305 -0.004 0.005 0.003 0.458
H -2.246522 0.801146 2.566901 0.001 0.008 0.008 0.091
H -0.046057 0.874251 2.516397 -0.003 0.004 0.000 0.309
H 0.054333 -1.774811 3.704595 0.003 0.000 0.008 0.394
H 0.802439 -0.306827 4.313919 0.011 0.001 0.000 0.404
H 1.585479 -2.028869 1.927413 0.005 0.000 0.001 -0.066
H 2.572997 -1.590056 3.308507 0.000 0.004 -0.001 0.518
H 1.717117 0.189696 1.148873 -0.016 0.056 0.045 -0.017
H 2.726303 0.633138 2.377477 -0.010 -0.004 0.014 0.280
Cl -5.204182 2.777733 -0.691367 -0.005 0.000 -0.003 -0.205
C -3.568989 2.264354 -0.934550 0.006 0.005 0.030 0.302
C -2.696606 2.227959 0.114937 -0.007 -0.004 -0.022 -0.931
C -1.367871 1.790132 -0.097001 0.017 -0.002 0.022 -0.428
C -0.932625 1.423951 -1.387570 -0.016 -0.012 -0.010 -0.385
C 0.345948 0.716960 -1.486946 0.012 0.019 0.037 -0.832
C -1.871200 1.502810 -2.453447 -0.003 0.006 0.000 -0.535
C -3.152496 1.915842 -2.236337 0.000 -0.004 -0.018 -0.681
H -3.014174 2.563162 1.093240 -0.004 -0.001 0.000 0.485
H -0.638256 1.934971 0.689611 0.002 0.000 -0.004 0.785
H 1.169717 1.161980 -0.928622 0.012 -0.007 -0.013 0.575
H 0.644263 0.499519 -2.511543 0.014 0.000 0.003 0.586
H -1.551436 1.231545 -3.452067 -0.010 0.003 -0.004 0.360
H -3.861928 1.979083 -3.049989 0.004 -0.001 -0.003 0.445
C 2.688566 -1.662668 -1.654465 -0.005 -0.001 0.006 -0.859
N 2.049570 -1.913647 -2.986087 0.017 0.009 -0.008 0.064
C 2.849428 -2.905781 -3.754492 -0.005 0.003 -0.011 -0.899
C 0.561476 -2.308565 -2.911022 -0.003 -0.007 -0.006 -1.086
C 0.270635 -3.106120 -1.685697 0.000 0.006 0.016 1.199
C 0.519469 -4.479735 -1.733895 -0.003 -0.002 -0.017 -0.556
C 0.409655 -5.269259 -0.604465 -0.001 -0.002 0.009 -0.939
C 0.048251 -4.660218 0.587127 0.003 0.008 -0.003 -1.177
C -0.240142 -3.303023 0.618087 -0.004 -0.019 -0.007 -0.225
C -0.165537 -2.468478 -0.507907 -0.008 0.009 0.005 0.171
H 3.659146 -1.204772 -1.830427 0.000 0.000 0.001 0.418
H 2.804571 -2.615226 -1.145870 0.004 -0.002 -0.003 0.393
H 2.048653 -1.017089 -1.063730 -0.001 0.003 0.002 0.043
H 2.080037 -1.033417 -3.498222 -0.005 0.000 0.000 0.374
H 2.799525 -3.857262 -3.232004 0.001 0.002 0.004 0.396
H 3.880931 -2.566154 -3.805390 0.002 -0.004 0.004 0.344
H 2.436479 -3.004046 -4.755067 0.000 -0.001 0.001 0.361
H 0.363088 -2.855149 -3.831790 0.002 -0.003 0.002 0.595
H -0.001741 -1.382289 -2.899873 -0.003 0.000 0.003 0.012
H 0.786876 -4.939633 -2.680043 0.001 0.000 0.002 0.523
H 0.600025 -6.332621 -0.652135 0.000 0.000 -0.001 0.427
H -0.024312 -5.244719 1.496018 -0.001 -0.001 0.000 0.462
H -0.515448 -2.872711 1.570459 0.000 0.001 -0.002 0.531
```
Positions in Å, forces in eV/Å.

Calculated values
* energy above the lowest of the compared OMol25 structures with the same formula, charge and spin: 12.97 kcal/mol
* HOMO level: -10.56 eV
* net charge: +1